This record from the Open Molecules 2025 dataset describes 5 unconnected molecules or ions with the total composition H10O5. The level of theory is ωB97M-V/def2-TZVPD.

Element x y z (Å)
1 O 0.01 3.04 3.47
2 H 0.15 2.37 2.79
3 H 0.88 3.39 3.66
4 O 1.71 -0.19 -2.08
5 H 2.46 -0.10 -2.67
6 H 1.06 -0.71 -2.58
7 O -1.10 -2.28 1.91
8 H -1.53 -3.09 1.62
9 H -1.09 -1.70 1.13
10 O -1.11 -0.61 -2.97
11 H -1.50 0.23 -2.70
12 H -1.18 -1.16 -2.18
13 O 0.13 0.04 0.35
14 H 0.62 -0.06 -0.49
15 H 0.49 0.84 0.74

Calculated values
HOMO ... -11.07 eV
E_LUMO ... 0.33 eV
Structure (SMILES) ... O.O.O.O.O
Relative energy (zero: lowest compared OMol25 entry of this formula, charge and spin) ... 103.6 kJ/mol
Electronic energy ... -10399.7762 eV